1.
A structure of composition C30H23F10N7STeTl. Source: the Open Molecules 2025 dataset; level of theory: ωB97M-V/def2-TZVPD.

```
73
Properties=species:S:1:pos:R:3
C 2.9676 -2.1973 1.6314
C 5.0749 1.9490 0.5809
C 0.4362 0.9230 2.8584
C -2.0558 3.0664 2.2140
H -2.5032 4.0771 3.9101
C 3.6652 1.1799 -1.9479
C 2.9407 -1.8266 2.9633
H 1.9455 1.6241 -3.1095
F 1.7080 3.1179 1.1131
H -8.6794 1.5183 0.5905
C -5.6891 2.1596 -0.8657
H 0.5995 1.3068 3.8665
C -1.5495 -4.1984 -2.3925
H -3.1965 4.7432 2.4790
H 2.0876 -0.4458 4.3793
C 0.6239 -0.4411 -3.4528
H 3.5547 -3.0386 1.2915
F -2.3328 -6.3835 -2.7748
C 3.0110 2.8018 1.3200
N 1.8077 -0.3909 -2.5968
H -7.6742 2.8875 -1.2101
C -1.2467 -3.0489 -1.5768
C 4.9266 3.0097 2.7427
C 3.6883 2.0951 0.2848
F -2.4289 -4.5981 1.5732
S -2.3153 3.3120 0.4548
Tl 0.5008 1.1714 -0.7027
C 2.1344 -0.7683 3.3469
H 3.1213 0.5753 -3.9334
H 2.9000 -1.8297 -3.7154
H 0.0805 0.4982 -3.3030
N -1.2925 2.2704 2.8586
N -2.7889 3.9573 2.9521
C 5.6594 2.3854 1.7541
N -0.5371 1.3576 2.1692
F 6.9738 2.1873 1.9459
C -2.1407 -4.4860 0.2615
H 4.3261 0.3357 -1.7402
N -0.7339 -1.8605 -1.8900
C -4.8791 1.3237 -0.1038
H 3.4629 -1.5564 -2.0520
F -1.3749 -4.1906 -3.7458
H -1.1693 -1.4395 -3.9169
C -0.3091 -1.6322 -3.2564
H 0.9324 -0.4818 -4.5142
Te -2.7792 1.1479 -0.4687
F 5.9065 1.3364 -0.2978
C -7.0514 2.2334 -0.6126
F -2.9038 -6.7200 -0.1153
H -4.8208 -0.1051 1.4947
C 2.6181 0.7719 -2.9704
H 3.5327 -2.3585 3.6972
N 1.4416 -0.4446 1.0914
H -7.2512 0.0136 1.9370
F 5.4978 3.4096 3.8975
C -5.4494 0.5500 0.9038
H 1.9760 -2.4610 -2.3288
N 2.9961 1.6865 -0.7770
C -2.3816 -5.5593 -0.5783
C 3.5803 3.2180 2.4978
H 4.2906 1.9572 -2.4090
C -6.8149 0.6184 1.1519
C 1.3665 -0.1152 2.3889
F -1.4676 -2.3152 0.6906
C 2.5767 -1.6224 -2.6796
C -1.6154 -3.3104 -0.2169
H 0.2041 -2.4977 -3.6775
C -7.6154 1.4627 0.3961
C 2.2154 -1.4593 0.7299
H -5.2508 2.7544 -1.6581
H 2.2220 -1.6841 -0.3332
F 2.8303 3.8515 3.4167
C -2.0857 -5.3781 -1.9114
```

Computed properties:
Gap between HOMO and LUMO ... 5.531 eV
Charge ... -1



2.
A structure of composition C30H26F6NOTeV at a distorted geometry. Source: the Open Molecules 2025 dataset; level of theory: ωB97M-V/def2-TZVPD.

```
66
Properties=species:S:1:pos:R:3
H -5.3831 -2.5633 0.2712
H 0.9478 -2.5444 -3.0797
C 3.2077 1.6405 -0.1725
C -0.5096 -3.4825 1.2435
C 4.8780 1.8717 -1.8197
F 5.8624 2.6391 -2.3847
C 3.4498 -0.0764 -1.8757
V -0.0189 0.5934 0.3139
H -0.3363 -3.5644 -2.1819
F 5.1783 0.2861 -3.4801
C 1.7530 -2.3476 2.5178
H 0.1166 -5.2975 2.1837
C -0.9571 -1.5531 -2.5767
C -4.4285 -2.7053 -1.6348
H 2.3052 6.5002 2.2930
H 0.4426 4.9575 2.4610
H -5.3087 -3.1085 -2.0708
H 0.6826 -2.3804 -1.4194
H -1.1947 0.5763 -2.3730
C 1.4894 -3.7195 2.6543
Te -1.1116 2.8317 0.8054
C -3.7648 -1.0023 1.6986
H -3.6280 1.1784 1.6347
C 0.5952 4.1863 0.5158
H -5.2102 0.5796 0.9488
C -0.2666 -2.0843 1.1174
N -1.0115 -1.1896 0.3501
H -3.0340 -2.9497 -3.2645
H 3.0621 5.0238 -1.6944
F 0.8192 -0.1295 2.2000
C 1.2697 4.2830 -0.7139
H 2.1204 -4.2823 3.3727
C -2.1939 -1.4708 -0.3490
C 1.0410 4.9685 1.5834
C 0.7773 -1.5478 1.9189
C 0.1256 -2.5928 -2.3225
H -4.5425 -1.6677 2.0609
H -4.9100 0.4763 2.7302
H -1.8219 -0.4857 2.6291
C 4.3116 2.3397 -0.6239
H -1.3883 -3.9438 0.8415
H 0.8922 3.7368 -1.6006
C -0.4495 -0.1612 -2.6029
H -0.1098 0.0803 -3.6356
F 2.8889 -1.1027 -2.5601
C -4.5135 -2.2913 -0.3172
F 2.7344 1.9012 1.1189
H 3.8490 6.3095 0.2525
H -3.3303 -0.7210 3.6873
C 4.5632 0.5894 -2.3059
C 2.4425 5.0391 -0.7867
C 2.8981 5.7916 0.3021
C 0.3094 -4.2528 2.0545
O 1.7215 -0.3247 -0.2078
C -3.2377 -2.5648 -2.3008
H 2.6099 -1.9133 3.0651
F 4.7684 3.4248 0.0424
H 0.4092 -0.0786 -1.8437
H -1.3680 -1.8201 -3.6277
C 2.7095 0.4204 -0.7155
C -2.1874 -1.7784 -1.7099
C -4.4365 0.3680 1.7284
H -2.4416 -2.1138 3.0845
C 2.0958 5.8479 1.4497
C -2.7554 -1.0643 2.8293
C -3.4775 -1.5648 0.2908
```

Computed properties:
Multiplicity ... 4
Gap between HOMO and LUMO (alpha / beta) ... 6.442 / 7.413 eV
Charge ... -1